(A)
Formula: CH2N4O2
Source: the Open Molecules 2025 dataset
Level of theory: ωB97M-V/def2-TZVPD

```
9
CH2N4O2 ωB97M-V/def2-TZVPD
O -1.30269 -1.22877 0.71556
C -0.57306 -0.34180 0.51142
N 0.16243 0.46939 1.31555
N 1.12643 1.10459 0.65740
N 1.07092 0.85454 -0.56610
N -0.06527 0.13143 -0.72560
O -0.10017 -0.82159 -1.76312
H 0.42786 0.33018 2.37830
H -0.74647 -0.49797 -2.52341
```

Highest occupied orbital energy ... -10.048 eV
SMILES ... O=c1[nH]nnn1O
Kohn-Sham gap ... 10.60 eV
LUMO level ... 0.56 eV

These are the Mulliken partial charges, in e, on atoms 1 to 2: atom 1 (O): -0.49, atom 2 (C): 0.27

***

(B)
Formula: CH2N4O2
Source: the Open Molecules 2025 dataset
Level of theory: ωB97M-V/def2-TZVPD

```
9
CH2N4O2 ωB97M-V/def2-TZVPD
C 1.29265 1.16467 -0.13068
N 2.29578 1.46903 -0.61446
N -0.91054 0.90351 0.37162
N 0.31721 0.60792 0.59524
N 0.05708 -1.53636 -0.07459
O 0.80783 -2.48001 0.03622
O -1.09355 -1.49192 -0.40516
H -1.25852 1.11229 -0.64768
H -1.50794 0.25086 0.86948
```

Highest occupied orbital energy (spin up / spin down) ... -10.265 / -9.296 eV
Kohn-Sham gap (spin up / spin down) ... 8.90 / 7.46 eV
LUMO level (spin up / spin down) ... -1.36 / -1.84 eV

These are the Mulliken partial charges, in e, on atoms 1 to 2: atom 1 (C): 0.48, atom 2 (N): -0.37

***

Relative to the most stable one, in eV, the structures come out at (A) 0.000; (B) 2.871.

***

(A)
Formula: C9H62NO23
Source: the Open Molecules 2025 dataset
Level of theory: ωB97M-V/def2-TZVPD

```
95
C9H62NO23 ωB97M-V/def2-TZVPD
C -1.89615 -0.23797 -2.56575
C -1.46815 0.08112 -1.12814
C -2.41970 -0.74058 -0.19100
C -1.99598 -0.74556 1.21416
C -0.49877 -1.07939 1.41197
C 0.48993 -0.20535 0.63475
N -0.02757 -0.16082 -0.81206
O 0.93411 0.40625 -1.80628
C 1.93700 -0.87435 0.61592
C 0.59603 1.08648 1.37780
C -1.88404 1.54806 -1.01707
H -1.43106 -1.16752 -2.89395
H -1.64060 0.58325 -3.23538
H -2.98091 -0.27784 -2.66474
H -2.41892 -1.80278 -0.43562
H -3.46223 -0.42260 -0.18046
H -2.57290 -1.49140 1.76096
H -2.20522 0.18445 1.74274
H -0.27971 -2.09618 1.08602
H -0.15365 -0.99067 2.44208
H 2.22719 -1.24899 1.59752
H 2.64169 -0.17704 0.16284
H 2.01579 -1.75771 -0.01777
H 0.85509 1.01696 2.43429
H -0.35447 1.59701 1.22285
H 1.24094 1.83504 0.91754
H -2.84987 1.78288 -1.46442
H -1.21012 2.29224 -1.44150
H -2.07910 1.81460 0.02168
O 0.15110 -3.48773 -1.49395
H -0.03850 -2.75994 -0.90184
H -0.65632 -4.00161 -1.50883
O 0.68376 -1.08990 -4.77181
H 0.34399 -0.29649 -4.35794
H 0.51519 -1.78401 -4.13460
O 3.56149 1.12186 3.04199
H 2.93517 1.47223 3.67538
H 3.02972 0.89443 2.27928
O -2.74135 -3.95987 3.25658
H -3.56062 -3.81644 2.78281
H -2.31756 -3.10168 3.26841
O 0.38395 2.62291 -3.71167
H 0.97354 3.19874 -3.22481
H 0.52621 1.75633 -3.33083
O -1.99602 2.80204 -4.95149
H -2.08353 3.74997 -4.85146
H -1.19817 2.58258 -4.47034
O 5.19129 -1.52973 0.30536
H 5.53232 -0.71829 0.68151
H 4.87810 -1.27841 -0.56354
O -4.28516 1.98537 1.36049
H -3.70160 1.80450 0.62362
H -5.16143 1.99690 0.97546
O 0.79652 -0.36393 5.10405
H -0.14858 -0.47075 4.99634
H 0.92867 0.58351 5.13758
O 1.88592 -2.60366 4.03710
H 1.19486 -2.86653 3.42918
H 1.58887 -1.76493 4.38998
O 1.35178 -4.30082 0.87628
H 2.27479 -4.08894 0.73709
H 0.97336 -4.31400 -0.00285
O 0.33615 4.64629 -0.06916
H -0.46006 4.60344 -0.59874
H 0.90807 3.97478 -0.44092
O 3.76906 -1.12177 -2.28981
H 3.53375 -2.00142 -2.58487
H 2.93207 -0.66518 -2.20496
O -4.16536 1.28034 -4.86400
H -4.18490 0.92759 -3.97439
H -3.34053 1.76361 -4.91248
O -2.39508 -4.79455 -1.34722
H -2.49949 -5.72886 -1.52720
H -2.97057 -4.62819 -0.60064
O 2.39599 3.08398 -1.28358
H 2.07184 2.18708 -1.36566
H 3.17542 3.00803 -0.73317
O 0.84315 4.04677 2.84703
H 0.71933 4.46670 1.99582
H -0.00396 4.13535 3.28382
O 1.93553 2.23714 4.80883
H 1.43908 2.81406 4.22837
H 1.95198 2.69739 5.64795
O -3.26292 1.52961 3.99312
H -2.81119 2.35752 3.82961
H -3.65914 1.30221 3.15197
O 2.49704 -3.65837 -2.80505
H 1.59290 -3.68112 -2.49160
H 3.02637 -3.62133 -2.00839
O 3.81470 -3.94686 -0.43917
H 4.38066 -4.71864 -0.42227
H 4.37888 -3.22919 -0.15129
O -2.01391 4.67558 -1.65755
H -2.41743 5.42263 -1.21562
H -2.43788 3.90985 -1.27007
```

Highest occupied orbital energy ... -4.083 eV
Total charge ... -1
Kohn-Sham gap ... 5.64 eV
LUMO level ... 1.56 eV

These are the Mulliken partial charges, in e, on atoms 1 to 2: atom 1 (C): -1.08, atom 2 (C): 2.12

***

(B)
Formula: C9H62NO23
Source: the Open Molecules 2025 dataset
Level of theory: ωB97M-V/def2-TZVPD

```
95
C9H62NO23 ωB97M-V/def2-TZVPD
C 1.48360 0.32650 2.14312
C 1.71122 0.55384 0.56960
C 1.89941 -0.90147 0.04177
C 0.55956 -1.74827 -0.04844
C -0.42981 -0.99718 -0.97725
C -0.65563 0.53159 -0.54501
N 0.69227 1.17406 -0.29502
O 0.62704 2.60581 -0.16922
C -1.59815 0.58176 0.57207
C -1.40706 1.16898 -1.74822
C 3.15543 1.24221 0.53894
H 2.42669 0.36001 2.68862
H 1.03392 -0.63484 2.39150
H 0.82494 1.11275 2.51197
H 2.52480 -1.38239 0.79390
H 2.61192 -0.93048 -0.78259
H 0.13847 -1.88098 0.94815
H 0.69518 -2.76619 -0.41384
H -1.42219 -1.43699 -1.07675
H 0.08571 -0.97992 -1.93747
H -2.48652 0.00832 0.30741
H -1.89385 1.58296 0.88556
H -1.12023 0.07989 1.41339
H -0.77724 1.15970 -2.63778
H -1.68670 2.18086 -1.45496
H -2.27431 0.53789 -1.94234
H 3.51201 1.60302 -0.42583
H 3.98640 0.59147 0.81116
H 3.19669 2.13620 1.16118
O -2.80768 -4.97098 -5.55348
H -2.89509 -5.21624 -4.63237
H -3.70825 -4.90906 -5.87185
O 5.38967 -5.31981 -0.11496
H 5.36078 -4.38801 -0.33204
H 4.77347 -5.41628 0.61114
O 2.39402 2.95806 -4.73371
H 1.91573 3.74298 -5.00087
H 1.87810 2.59625 -4.01320
O 2.22610 5.29115 4.72224
H 2.37578 4.62057 4.05578
H 1.49876 5.81110 4.38040
O -3.69637 -6.56898 -1.53198
H -3.08143 -6.61050 -0.79961
H -4.02482 -7.46370 -1.62056
O -1.21341 4.90079 -6.72462
H -1.31633 3.95692 -6.84610
H -0.87672 5.21543 -7.56360
O 3.16478 -5.94815 3.84570
H 3.62100 -6.36573 4.57628
H 3.10666 -5.02575 4.09480
O -2.07683 0.09911 -8.14865
H -2.72207 -0.17058 -8.80223
H -2.36273 -0.32536 -7.33976
O 6.32233 5.67661 5.90321
H 6.58604 6.40925 6.45995
H 5.46112 5.92713 5.56886
O 6.78738 2.98243 -4.72786
H 5.86086 2.89310 -4.95103
H 6.97882 2.21643 -4.18673
O 3.83007 7.18948 -2.60161
H 3.44532 6.32919 -2.43396
H 3.08483 7.79019 -2.59960
O -0.46311 7.75431 -3.18608
H -0.16366 6.91915 -2.82685
H -0.88694 7.52201 -4.01231
O -0.35394 -7.50577 1.66928
H -0.90498 -6.96766 2.23763
H 0.54058 -7.23484 1.87588
O -2.16113 -4.87460 4.89215
H -2.05705 -3.93070 4.77203
H -3.02465 -4.97165 5.29360
O -4.51599 2.51184 6.51118
H -5.22855 3.05814 6.84285
H -4.89616 2.04866 5.76474
O 8.87952 -1.71103 4.80204
H 8.22993 -2.06530 5.40930
H 8.44149 -1.71826 3.95097
O 1.85776 -1.65104 8.48124
H 0.92967 -1.54797 8.27089
H 2.02109 -1.00556 9.16892
O -8.74962 2.02331 2.88411
H -8.70503 1.11375 2.58927
H -9.11591 1.97173 3.76695
O -7.63533 -3.97603 -2.34739
H -7.51380 -3.42233 -3.11869
H -6.75213 -4.26502 -2.11786
O -8.56935 0.94965 -5.79610
H -9.39183 1.16827 -6.23426
H -8.46963 1.62295 -5.12308
O -0.46345 7.33972 2.20952
H -0.23801 6.58558 1.66484
H -1.41727 7.39856 2.15502
O 0.36768 -8.97014 -2.47987
H -0.47780 -9.29320 -2.79133
H 0.19414 -8.66265 -1.59017
```

Highest occupied orbital energy ... -2.048 eV
Total charge ... -1
Kohn-Sham gap ... 3.46 eV
LUMO level ... 1.41 eV

These are the Mulliken partial charges, in e, on atoms 1 to 2: atom 1 (C): -1.82, atom 2 (C): 1.37

***

Relative to the most stable one, in eV, the structures come out at (A) 0.000; (B) 5.532.

***

(A)
Formula: C4H9NOS
Source: the Open Molecules 2025 dataset
Level of theory: ωB97M-V/def2-TZVPD

```
16
C4H9NOS ωB97M-V/def2-TZVPD
C 0.27916 1.52418 0.29511
C -0.07835 2.30178 -1.01190
C -0.06081 -1.97938 0.11682
C -0.11348 -1.29797 1.41688
N -0.91343 0.78211 0.79496
O 0.47166 2.44361 1.34213
S -0.98272 1.84827 2.03812
H 1.09106 0.93024 0.10851
H -0.90423 2.98109 -0.83898
H -0.35421 1.80820 -1.97600
H 0.84207 2.82036 -1.26052
H -1.05540 -2.54233 0.03370
H 0.11671 -1.17702 -0.59916
H 0.69906 -2.86175 0.12085
H -0.89191 -1.44525 2.25869
H 0.76072 -0.94048 2.02098
```

Highest occupied orbital energy (spin up / spin down) ... -6.445 / -10.449 eV
2S+1 ... 3
Kohn-Sham gap (spin up / spin down) ... 6.32 / 9.62 eV
LUMO level (spin up / spin down) ... -0.12 / -0.83 eV

These are the Mulliken partial charges, in e, on atoms 1 to 2: atom 1 (C): 0.38, atom 2 (C): -1.17

***

(B)
Formula: C4H9NOS
Source: the Open Molecules 2025 dataset
Level of theory: ωB97M-V/def2-TZVPD

```
16
C4H9NOS ωB97M-V/def2-TZVPD
C 1.77615 -0.29843 -0.09881
C 0.76168 0.81634 -0.25425
C -1.27625 2.09855 -0.04172
C -0.52599 0.78076 0.02309
N 0.23529 -3.22414 -0.12113
O 1.66106 -1.34011 -1.07026
S 0.19531 -2.07830 -1.30443
H 2.74772 -0.07232 -0.29423
H 1.58663 -0.89221 0.77931
H 1.36612 1.67479 -0.64839
H -0.71967 2.77947 -0.63346
H -1.50190 2.40050 1.10935
H -2.29705 1.96688 -0.59664
H -0.88429 -0.18488 0.31623
H 0.93477 -3.90769 -0.19713
H -0.15545 -3.01245 0.74762
```

Highest occupied orbital energy (spin up / spin down) ... -4.186 / -9.632 eV
2S+1 ... 3
Kohn-Sham gap (spin up / spin down) ... 4.95 / 7.66 eV
LUMO level (spin up / spin down) ... 0.77 / -1.98 eV

These are the Mulliken partial charges, in e, on atoms 1 to 2: atom 1 (C): -0.80, atom 2 (C): 0.00

***

Relative to the most stable one, in eV, the structures come out at (A) 0.000; (B) 0.753.